C34H57F3N2O2SiYb as an isolated structure in a non-equilibrium geometry, computed with ωB97M-V/def2-TZVPD.

```
100
Properties=species:S:1:pos:R:3:lowdin_spin:R:1
C 0.88198 3.79808 2.79149 0.0000
H 2.87188 -0.96307 -6.96040 0.0000
C 1.22864 -0.77380 2.80625 0.0000
H -4.60508 -2.23895 -3.58126 0.0000
H -1.39974 -4.06695 -0.03234 0.0000
H 2.52513 -0.40415 -5.30837 0.0000
C -0.14625 -3.89749 -2.95109 -0.0001
C 2.39031 -0.17538 -6.37318 0.0000
C -2.66541 -0.05491 0.58230 -0.0016
H -3.46869 1.31793 -5.84008 0.0000
C 1.00558 -2.11760 2.47564 0.0027
C -0.90421 2.04078 2.79346 0.0000
H -3.94140 -1.75647 -7.76392 0.0000
H -0.98458 -4.50557 -3.31662 0.0000
H 0.01992 4.68241 -0.75842 0.0000
H 0.95748 -2.81174 3.31844 0.0001
H 1.95935 -4.41078 0.28062 0.0000
C -1.51842 -3.39339 -0.89477 0.0003
H -2.32028 -1.05195 -7.71531 0.0000
H -1.09480 0.00129 -4.53111 0.0000
H -1.19627 2.19500 3.84651 0.0000
C 0.91891 -0.15171 -6.76386 0.0000
H -0.77608 1.75005 -7.70177 0.0000
C -1.75513 -0.88896 -4.36175 0.0000
F -3.46227 -0.76513 -0.31231 -0.0001
N 0.78618 -1.99022 0.09075 0.0020
H 0.31935 -4.72381 0.91914 0.0000
F -3.48038 0.97829 1.00932 -0.0005
H 1.56692 2.22056 -8.23963 0.0000
C 0.83303 -2.53937 -1.21803 0.0001
H 3.35486 -1.74870 -0.41522 0.0000
H 3.48555 0.10091 1.05161 0.0000
H 4.39898 0.52493 2.51196 0.0000
H 1.08967 -4.23898 -4.68645 0.0001
H 1.85083 3.00048 -6.65506 0.0000
H -1.08257 0.97939 2.56678 0.0000
C -3.00843 -1.71928 -7.18178 0.0000
C 2.19948 4.20631 2.57561 0.0002
H 2.47386 5.24858 2.72942 0.0000
H -5.53114 -2.27726 -5.08590 0.0000
C 3.17110 3.27216 2.20496 0.0000
H -1.72857 4.65792 -0.88099 0.0000
H 0.83496 -0.00707 -7.86081 0.0000
H 1.17029 3.96522 -2.89217 0.0000
H -4.61625 0.83305 -4.56490 0.0000
C 0.51621 2.46755 2.58702 0.0002
C -4.19715 0.55486 -5.54001 0.0000
C 1.48897 1.53588 2.17829 0.0002
C 1.01044 -2.69971 1.19633 0.0002
C -4.51906 -2.37220 -4.66788 0.0000
C 1.65053 -0.47461 4.22681 -0.0001
C 2.00011 -2.35843 -1.99888 0.0007
H 4.20353 3.58218 2.05300 0.0000
N 1.07293 0.20512 1.90446 -0.0001
H -2.32265 -3.81336 -1.51228 0.0000
C 3.13421 -1.53584 -1.47072 0.0000
H -2.02635 -0.91092 -3.29915 0.0000
H 4.04533 -1.75188 -2.04676 0.0000
C 2.07120 -2.96497 -3.24609 -0.0002
H 2.30233 1.64355 -1.21681 0.0000
H 2.89290 0.77220 -6.60714 0.0000
C -0.26823 -3.27693 -1.71248 0.0008
H -0.95077 3.85984 0.47533 0.0000
H 0.73296 3.71948 -7.82736 0.0000
C 1.75108 3.04473 -2.78642 0.0000
H 0.11422 4.50234 3.10945 0.0000
H 2.97812 -2.83074 -3.84556 0.0000
O 0.17780 0.87308 -6.07018 0.0000
C 2.83505 1.93329 2.01466 0.0001
Si -3.33927 -1.10716 -5.42729 0.0000
H -0.83238 3.06622 -2.51135 0.0000
H 1.01635 0.28153 4.70416 0.0000
H 1.75757 3.21880 -0.61872 0.0000
C 3.88792 0.94271 1.63063 0.0000
Yb -0.21367 0.04531 -0.02014 0.9942
F -2.59598 -0.90475 1.69927 0.0003
C 1.09295 2.77187 -7.41534 0.0000
H -0.68912 2.68530 -6.17257 0.0000
C 1.25883 -4.18253 1.09248 -0.0001
H 1.44421 2.33539 -3.56052 0.0000
H 2.93968 -0.45413 -1.56807 0.0000
C -0.86016 2.80844 -1.44646 0.0000
H -1.58751 2.64388 2.17886 0.0000
H 1.68996 -4.52635 2.03934 0.0000
H -1.12986 -1.76421 -4.56290 0.0000
H 2.79954 3.30630 -2.96731 0.0000
C 1.59690 2.46705 -1.40065 0.0000
H 1.56653 -1.40080 4.80696 0.0000
C -0.12275 2.03838 -6.85637 0.0000
H 4.65801 1.43495 1.02050 0.0000
H 2.69830 -0.14931 4.27767 0.0000
H -1.88809 -2.43051 -0.50995 0.0002
H 0.43237 -1.10360 -6.48500 0.0000
H -4.19566 -3.40521 -4.85465 0.0000
H -5.01085 0.54018 -6.27521 0.0000
O 0.26502 1.91954 -1.18731 -0.0006
C -0.86300 4.05771 -0.59487 0.0000
H -2.58348 -2.73106 -7.19778 0.0000
C 1.00834 -3.73909 -3.72143 0.0010
H -1.76275 2.20456 -1.26026 0.0000
```

Results
Gap between HOMO and LUMO (alpha / beta) (eV): 8.3 / 7.0
Charge: +1
Multiplicity: 2
Expectation value of S²: 0.7510
HOMO energy (alpha / beta) (eV): -10.928 / -10.938
E_LUMO (alpha / beta) (eV): -2.7 / -3.9



An isolated ion of composition C34H57F6NO5PS and charge +1, computed with ωB97M-V/def2-TZVPD.

```
105
Properties=species:S:1:pos:R:3:mulliken_charge:R:1
H 0.25708 -0.98945 -3.90810 0.4620
H -5.70402 -1.95700 4.29842 0.3651
H -1.69466 2.67337 -1.56331 -0.8350
H 1.52893 0.09944 2.33674 0.1285
C -2.68342 3.01647 -1.87754 1.0160
H -1.70770 0.99494 -0.05970 -0.0299
H -5.91440 -0.87402 2.87091 0.2736
H 3.19358 2.59292 2.57456 0.4509
H 3.63073 1.63087 -1.42864 0.6273
C -2.42761 -0.65548 1.06965 -0.8683
H 0.53225 -0.39874 -1.39205 -0.4344
C 0.25838 0.02246 -3.49262 -1.0244
H 2.40628 -0.16477 -3.38140 0.3751
O -4.11679 -6.20436 -0.00752 -0.4616
C -4.04838 -0.68622 3.93106 0.7480
H 2.61756 2.50992 -3.27968 0.6652
C 0.94383 2.14647 0.63472 2.9356
H -1.59163 4.84260 -2.34404 0.3634
C 1.07770 2.67155 2.06752 -1.2568
C -2.83909 3.59196 0.96994 0.7741
C 6.65052 -1.80122 2.45347 -0.3634
H 0.00576 2.53904 0.22130 -0.9736
F -5.81410 -2.57835 -1.91669 -0.2977
H -2.14275 -7.24146 -0.88113 0.3942
H 2.10376 2.33356 3.90730 0.4506
H 5.27312 -0.97504 0.17617 0.0593
H -1.87228 1.00916 2.35060 -0.1393
H -4.26686 1.17166 1.03577 0.8024
H 8.96458 -0.75582 -0.00806 0.3997
O -2.41933 -6.52536 -1.47471 -0.4209
C 2.26233 2.09345 2.85395 -1.1619
H -3.29781 5.11695 -2.10481 0.3638
F -4.05263 -5.80591 -3.40546 -0.2665
C 2.43786 0.56861 2.73048 -0.5481
H -1.73194 -0.55132 3.11886 0.5231
C 1.93555 1.85558 -2.73582 -1.0361
C -3.61059 -6.06999 -1.07578 0.1439
H 4.45684 -2.47740 -0.17632 0.4150
C -1.45423 -1.02702 -1.93055 -1.6075
F -5.31634 -3.21707 -3.95637 -0.2895
H -1.71128 -1.40380 -2.91861 0.9857
H 1.19574 3.75862 2.00241 0.3612
F -2.68427 -3.70798 -2.96205 -0.3308
C -2.34633 0.02883 2.43136 -0.5672
H 5.10224 -3.26726 2.17196 0.4706
H 3.70661 0.81274 0.98934 -0.1431
H 7.57533 -1.81546 -0.27593 0.2858
H 2.68763 -1.27779 0.60929 -0.1842
H -0.55744 0.93181 -1.72492 -1.3273
C 3.62294 0.15056 1.85772 0.0668
H 4.54419 0.28773 2.42813 0.3083
F -5.62131 -5.27289 -1.99007 -0.2537
C -3.81195 -3.78633 -2.23492 0.3236
H 0.86353 1.05419 0.64390 -0.6191
H 0.15871 2.48362 2.63136 0.3074
F -3.51298 -3.38722 -0.97488 -0.3149
H 3.18408 -1.96001 2.14479 0.5558
C 5.71745 -2.61178 1.54731 -1.0843
H -1.50986 -1.22643 0.91208 0.5880
C 3.50453 -1.28431 1.34462 -0.3443
C -2.22232 4.97547 0.75406 -1.4654
O -4.00639 -0.91752 -4.12943 -0.4548
C 2.54218 1.58463 -1.34550 0.0774
C 7.98704 -1.35462 1.82508 -0.4084
H -2.01708 2.88774 1.13986 -0.7938
O -3.65022 0.22682 2.97719 -0.3350
H 7.32969 -0.12780 0.15456 0.2224
H 1.76758 3.50972 -0.79498 0.7216
C 7.96072 -1.00107 0.33962 -1.1338
H 2.32311 0.56240 -1.02591 -0.2361
H -1.69319 5.27437 1.65988 0.4100
P -3.85362 3.00178 -0.45402 -0.3238
H -3.47072 3.56264 1.86091 0.5703
C 1.67066 0.61304 -3.60628 -1.1347
H -1.21756 -1.89010 -1.30662 0.2131
H 6.32265 -3.27671 0.92418 0.3681
O -3.27965 -1.14130 4.71777 -0.5193
H 8.33003 -0.46914 2.36677 0.3144
H -2.96876 5.73687 0.52933 0.3781
C -3.87519 1.18908 0.01686 0.1879
H 1.82927 0.90376 -4.64596 0.3949
H -3.08961 2.30768 -2.60617 0.4259
C -2.57706 4.41497 -2.52575 -1.4921
H 6.89879 -2.43418 3.30908 0.3007
H 8.73823 -2.12864 1.99989 0.3176
C -4.30295 -5.26244 -2.20740 1.1009
C -4.18408 -1.36527 -3.04498 -0.8337
N -2.66716 -0.41098 -1.34502 1.0582
H -1.47717 4.94176 -0.04035 0.2378
H 2.95298 2.89567 0.32604 0.4372
C -2.58760 0.35546 -0.07876 -0.4989
H -3.28690 -1.33269 1.05709 0.0860
H -6.02834 -0.23257 4.50113 0.3003
C 2.09589 2.60047 -0.28102 -1.7758
C -4.81648 -2.76462 -2.81245 1.2352
H 6.13796 -0.92942 2.86556 0.1716
C -0.26529 -0.06232 -2.05247 2.1816
C 4.76139 -1.82117 0.64347 -0.5101
H -2.71428 4.36173 -3.60349 0.3794
H 0.99747 2.40791 -2.59750 0.1220
C -3.86996 -0.53572 -1.80663 1.3144
S -5.10191 0.30699 -1.00959 -0.3056
H 2.59428 0.15663 3.72999 0.5410
H -0.43525 0.62155 -4.09121 0.3925
C -5.51882 -0.97268 3.87918 -1.0453
```

Results
Gap between HOMO and LUMO (eV): 8.0
Charge: +1
HOMO energy (eV): -11.883
E_LUMO (eV): -3.9